This record from the OMol25 dataset describes a 11-piece molecular cluster, C63H126F24N7O7P4 overall in a non-equilibrium geometry. The level of theory is ωB97M-V/def2-TZVPD.

Each line ends with the Mulliken charge.
Atoms and positions in Å:
1 C -7.965 -7.036 0.782  -1.5641
2 C -6.916 -7.287 1.927  1.2983
3 C -5.511 -6.877 1.645  -1.1939
4 C -5.147 -5.405 1.596  -0.5221
5 C -5.485 -4.784 2.870  -1.0938
6 C -6.970 -4.865 3.303  1.5681
7 N -7.499 -6.318 3.061  0.8690
8 O -8.375 -6.708 3.720  -0.3638
9 C -7.820 -4.033 2.342  -1.5655
10 C -7.234 -4.504 4.761  -1.6297
11 C -6.923 -8.666 2.444  -1.8710
12 H -7.728 -7.735 -0.021  0.4343
13 H -8.063 -6.007 0.526  0.3592
14 H -9.001 -7.339 1.070  0.4006
15 H -5.321 -7.348 0.663  0.5153
16 H -4.795 -7.443 2.244  0.4352
17 H -5.593 -5.099 0.640  0.2991
18 H -4.071 -5.313 1.341  0.3773
19 H -5.290 -3.750 2.905  0.1934
20 H -4.879 -5.244 3.616  0.4571
21 H -8.907 -4.315 2.408  0.4013
22 H -7.475 -4.044 1.272  0.3296
23 H -7.711 -3.004 2.742  0.3387
24 H -8.244 -4.179 4.936  0.4240
25 H -6.657 -3.564 4.913  0.3588
26 H -7.043 -5.177 5.633  0.3784
27 H -7.927 -9.104 2.461  0.3795
28 H -6.465 -8.617 3.374  0.5450
29 H -6.467 -9.297 1.715  0.4389
30 C -2.584 6.429 2.430  -1.7704
31 C -3.471 5.128 2.389  1.2587
32 C -4.456 5.185 3.550  -1.2767
33 C -5.505 4.012 3.405  0.1400
34 C -6.465 4.208 2.221  -1.0664
35 C -5.589 4.318 0.858  1.5996
36 N -4.374 5.412 1.165  0.8670
37 O -4.207 6.258 0.409  -0.3849
38 C -6.348 4.882 -0.292  -1.9564
39 C -5.109 2.871 0.500  -0.5138
40 C -2.556 3.923 2.211  -0.7677
41 H -2.017 6.476 3.412  0.3804
42 H -3.173 7.400 2.370  0.4854
43 H -1.850 6.447 1.646  0.2922
44 H -4.949 6.156 3.526  0.2936
45 H -3.965 5.036 4.522  0.4674
46 H -6.078 4.006 4.295  0.6123
47 H -4.970 3.043 3.435  -0.4046
48 H -6.929 5.131 2.487  0.4071
49 H -7.177 3.372 2.224  0.4155
50 H -7.309 4.319 -0.274  0.4003
51 H -5.844 4.857 -1.274  0.2249
52 H -6.786 5.821 -0.115  0.6154
53 H -5.997 2.186 0.450  0.4190
54 H -4.641 2.410 1.318  -0.7229
55 H -4.555 2.797 -0.413  0.1807
56 H -1.808 3.943 1.406  -0.0388
57 H -3.089 2.993 2.147  -0.1147
58 H -1.909 3.953 3.089  0.7802
59 C -4.579 -0.153 -1.922  -2.0099
60 C -4.285 -0.736 -3.314  1.7687
61 C -5.131 -0.123 -4.443  -1.0306
62 C -4.457 -0.215 -5.934  -0.8803
63 C -3.148 0.547 -5.912  -0.9925
64 C -2.124 -0.149 -4.969  1.2915
65 N -2.837 -0.374 -3.674  0.9218
66 O -2.198 -0.039 -2.634  0.4076
67 C -0.897 0.596 -4.734  -1.6285
68 C -1.852 -1.613 -5.416  -1.3132
69 C -4.286 -2.275 -3.312  -1.5976
70 H -4.156 -0.826 -1.183  0.5194
71 H -5.722 -0.072 -1.790  0.3788
72 H -4.176 0.852 -1.785  0.0699
73 H -5.370 0.935 -4.177  0.3792
74 H -6.127 -0.648 -4.445  0.3535
75 H -5.113 0.265 -6.650  0.4840
76 H -4.353 -1.258 -6.202  0.3271
77 H -3.466 1.518 -5.470  0.1794
78 H -2.714 0.646 -6.920  0.5294
79 H -0.147 -0.001 -4.288  0.4019
80 H -1.102 1.548 -4.168  0.0758
81 H -0.566 0.934 -5.682  0.5851
82 H -1.463 -2.312 -4.601  -0.0431
83 H -0.998 -1.606 -6.133  0.4781
84 H -2.610 -2.099 -5.985  0.4079
85 H -3.365 -2.578 -2.798  0.1354
86 H -4.414 -2.589 -4.376  0.4466
87 H -5.147 -2.553 -2.778  0.6186
88 C 2.135 1.204 0.124  -1.7912
89 C 1.226 0.040 0.527  1.9965
90 C 1.988 -1.167 1.051  -1.5091
91 C 1.049 -2.128 1.760  -0.2174
92 C 0.436 -1.446 2.979  -1.3716
93 C -0.505 -0.259 2.638  1.3981
94 N 0.266 0.610 1.606  1.2792
95 O 0.006 1.746 1.574  -0.0901
96 C -0.749 0.495 3.865  -1.5115
97 C -1.733 -0.762 1.928  -0.3096
98 C 0.319 -0.381 -0.680  -1.1203
99 H 2.933 0.674 -0.353  0.6344
100 H 2.528 1.739 0.943  0.3047
101 H 1.750 1.865 -0.695  -0.0075
102 H 2.720 -0.714 1.695  0.5422
103 H 2.450 -1.475 0.121  0.5414
104 H 1.657 -2.995 1.990  0.5308
105 H 0.361 -2.543 1.030  -0.0442
106 H 1.251 -1.200 3.657  0.2193
107 H -0.165 -2.229 3.423  0.6980
108 H -1.362 -0.190 4.408  0.5400
109 H -1.356 1.408 3.795  -0.0839
110 H 0.178 0.790 4.328  0.4424
111 H -2.046 -1.670 2.472  0.5973
112 H -1.426 -1.005 0.909  0.0215
113 H -2.642 -0.081 1.968  -0.9070
114 H -0.529 0.310 -0.722  0.0112
115 H -0.094 -1.410 -0.422  -0.5676
116 H 0.939 -0.323 -1.642  0.5510
117 C 5.280 -10.202 -3.873  -1.5704
118 C 6.091 -8.864 -3.924  1.0677
119 C 5.951 -8.327 -5.399  -1.0057
120 C 4.617 -7.753 -5.698  -0.9751
121 C 4.372 -6.631 -4.704  -1.0409
122 C 4.387 -6.972 -3.262  1.5697
123 N 5.266 -8.136 -2.945  0.9514
124 O 5.395 -8.427 -1.803  -0.3730
125 C 2.953 -7.508 -2.877  -1.6435
126 C 4.655 -5.859 -2.301  -1.6519
127 C 7.508 -8.988 -3.458  -1.7333
128 H 5.702 -10.783 -4.672  0.4881
129 H 4.259 -10.119 -4.190  0.3840
130 H 5.296 -10.881 -2.975  0.3600
131 H 6.275 -9.158 -6.030  0.5779
132 H 6.695 -7.521 -5.403  0.4172
133 H 3.870 -8.516 -5.675  0.4020
134 H 4.516 -7.297 -6.664  0.4298
135 H 3.383 -6.309 -4.917  0.3797
136 H 4.986 -5.710 -4.830  0.4246
137 H 2.852 -7.888 -1.847  0.4355
138 H 2.810 -8.365 -3.550  0.4604
139 H 2.144 -6.762 -3.024  0.2871
140 H 5.565 -5.241 -2.477  0.3659
141 H 4.844 -6.331 -1.309  0.4383
142 H 3.786 -5.282 -2.148  0.3285
143 H 8.060 -9.274 -4.351  0.3914
144 H 7.763 -9.588 -2.564  0.3795
145 H 7.879 -8.066 -3.103  0.4636
146 C -0.849 7.325 -5.374  -1.2178
147 C 0.554 6.960 -5.925  1.2059
148 C 1.487 8.184 -6.219  -1.4027
149 C 1.832 8.976 -5.027  -0.4671
150 C 2.707 8.121 -4.207  -1.2494
151 C 1.891 6.972 -3.554  1.3376
152 N 1.216 6.182 -4.762  0.9781
153 O 1.175 5.009 -4.793  -0.3782
154 C 0.821 7.389 -2.549  -1.4478
155 C 2.875 5.939 -3.011  -1.7289
156 C 0.423 6.050 -7.175  -1.7266
157 H -0.884 8.458 -5.327  0.3493
158 H -1.191 6.971 -4.411  0.1259
159 H -1.528 7.068 -6.207  0.4660
160 H 0.877 8.724 -6.978  0.4318
161 H 2.309 7.728 -6.751  0.4937
162 H 0.935 9.257 -4.518  0.3480
163 H 2.379 9.892 -5.301  0.3653
164 H 3.106 8.647 -3.385  0.5016
165 H 3.557 7.677 -4.805  0.3710
166 H 1.293 7.659 -1.629  0.5521
167 H 0.141 6.609 -2.296  0.1963
168 H 0.201 8.315 -2.876  0.2251
169 H 3.543 5.623 -3.855  0.4428
170 H 2.248 5.218 -2.555  0.4635
171 H 3.610 6.403 -2.372  0.4129
172 H -0.264 5.267 -6.911  0.5239
173 H 1.395 5.663 -7.546  0.4225
174 H 0.056 6.708 -8.034  0.3869
175 C 6.806 1.330 5.586  -1.8256
176 C 7.709 2.445 5.859  1.1380
177 C 7.710 2.752 7.357  -1.1583
178 C 8.725 3.793 7.593  -0.8851
179 C 10.135 3.568 6.928  -0.9143
180 C 10.338 2.251 6.220  1.0638
181 N 9.089 2.020 5.429  0.9456
182 O 9.225 1.604 4.312  -0.4139
183 C 10.276 1.033 7.253  -1.3607
184 C 11.527 2.239 5.265  -1.6773
185 C 7.315 3.751 5.087  -1.5815
186 H 5.852 1.644 5.984  0.4510
187 H 7.079 0.403 6.017  0.3752
188 H 6.580 1.173 4.495  0.4272
189 H 7.812 1.782 7.893  0.3818
190 H 6.739 3.131 7.655  0.5321
191 H 8.959 4.031 8.603  0.4343
192 H 8.307 4.740 7.215  0.3708
193 H 10.943 3.648 7.714  0.5167
194 H 10.328 4.291 6.133  0.4350
195 H 10.639 0.073 6.888  0.4147
196 H 9.341 0.952 7.777  0.2962
197 H 11.070 1.321 7.930  0.4553
198 H 11.282 2.799 4.346  0.4113
199 H 11.920 1.265 5.122  0.3797
200 H 12.255 2.731 5.849  0.4760
201 H 7.894 4.607 5.347  0.3780
202 H 6.277 3.911 5.328  0.4699
203 H 7.167 3.695 4.030  0.4515
204 P -1.467 4.049 -1.776  1.6182
205 F 0.014 3.578 -2.018  -0.4957
206 F -2.016 2.825 -2.658  -0.6038
207 F -1.601 2.993 -0.519  -0.2852
208 F -3.058 4.570 -1.564  -0.4505
209 F -0.884 5.283 -0.891  -0.4749
210 F -1.470 5.078 -3.113  -0.2122
211 P 2.810 2.442 4.379  1.4235
212 F 3.735 2.309 5.667  -0.3542
213 F 1.489 2.458 5.282  -0.4079
214 F 2.974 4.032 4.380  -0.4142
215 F 1.940 2.588 2.947  -0.5066
216 F 4.172 2.321 3.574  -0.3901
217 F 2.684 0.785 4.194  -0.3254
218 P -5.229 -0.284 3.214  1.2727
219 F -5.002 -0.667 1.663  -0.3476
220 F -4.040 0.751 3.180  -0.4564
221 F -6.339 0.863 2.866  -0.2876
222 F -5.501 -0.053 4.745  -0.4892
223 F -6.350 -1.470 3.227  -0.1699
224 F -4.058 -1.402 3.592  -0.3806
225 P 0.193 -4.144 -2.274  1.4758
226 F -0.781 -5.360 -2.597  -0.4430
227 F 1.425 -5.121 -1.833  -0.2645
228 F 0.704 -4.048 -3.783  -0.4136
229 F 1.072 -2.829 -1.976  -0.4219
230 F -1.059 -3.089 -2.648  -0.5931
231 F -0.316 -4.112 -0.721  -0.4407

Calculated values
2S+1 = 1
calculated total energy = -194497.19947 eV
HOMO = -14.945 eV
frontier orbital gap = 7.82 eV
largest force on an atom = 7.31 eV/A
LUMO level = -7.13 eV
charge = +3